Computed, not measured: a cluster of 2 separate species, C6H14N2O2 in total, with wB97M-V/def2-TZVPD.

Cartesian coordinates (Å):
C: 2.762 0.316 -0.843
C: -0.488 0.132 -2.626
C: 1.399 0.894 -1.268
O: 0.994 2.013 -1.396
N: 0.772 -0.177 -2.014
H: 3.155 0.770 0.052
H: 1.149 -1.072 -1.767
H: -1.429 -0.345 -2.289
H: 2.783 -0.801 -0.737
H: 3.422 0.345 -1.712
H: -0.854 1.154 -2.441
H: -0.431 0.021 -3.730
C: -2.233 -1.576 0.813
C: 0.042 1.070 2.551
C: -0.829 -0.140 2.309
O: -1.290 -0.703 3.289
N: -1.278 -0.523 1.052
H: -0.918 0.095 0.341
H: -1.682 -2.520 0.581
H: 0.795 0.808 3.296
H: -2.666 -1.725 1.823
H: -3.078 -1.278 0.182
H: 0.575 1.398 1.639
H: -0.670 1.844 2.897

Cartesian forces (eV/Å) of the 6 atoms listed first:
C -0.13 -0.68 0.15
C -1.71 -0.01 -1.33
C 0.43 -3.52 -3.18
O 0.30 0.86 1.35
N 0.03 2.49 2.01
H 0.40 0.23 0.02

Calculated values
Kohn-Sham gap   10.1 eV
Structure (SMILES)   CNC(C)=O.CNC(C)=O
ΔE to the lowest compared entry with this formula, charge and spin   39.74 kcal/mol
Net charge   0
Molecular weight   146.2 Da
Energy   -13523.901 eV

---

Computed, not measured: a cluster of 2 separate species, C6H14N2O2 in total, with wB97M-V/def2-TZVPD.

Cartesian coordinates (Å):
C: -0.914 -2.128 1.498
C: -2.153 1.424 1.113
C: -1.003 -0.623 1.622
O: -0.051 0.013 2.035
N: -2.172 -0.027 1.206
H: -1.411 -2.597 2.352
H: -2.968 -0.620 1.139
H: -3.120 1.888 1.303
H: -1.474 -2.411 0.603
H: 0.119 -2.452 1.497
H: -1.430 1.901 1.764
H: -1.837 1.717 0.105
C: -0.110 -0.854 -2.183
C: 2.338 1.268 -0.241
C: 1.732 0.576 -1.438
O: 2.236 0.597 -2.535
N: 0.637 -0.164 -1.124
H: 0.082 -0.072 -0.293
H: -1.184 -0.856 -2.000
H: 2.838 2.193 -0.511
H: 0.056 -0.502 -3.199
H: 0.240 -1.888 -2.186
H: 1.817 1.355 0.713
H: 3.135 0.589 0.116

Cartesian forces (eV/Å) of the 6 atoms listed first:
C -1.03 0.20 0.09
C -0.53 0.54 -0.79
C 0.03 -0.39 0.40
O 0.05 0.32 -0.24
N 1.84 0.20 0.74
H 0.01 0.03 0.00

Calculated values
Kohn-Sham gap   10.1 eV
Structure (SMILES)   CNC(C)=O.CNC(C)=O
ΔE to the lowest compared entry with this formula, charge and spin   21.43 kcal/mol
Net charge   0
Molecular weight   146.2 Da
Energy   -13524.695 eV

---

Computed, not measured: a cluster of 2 separate species, C6H14N2O2 in total, with wB97M-V/def2-TZVPD.

Cartesian coordinates (Å):
C: 0.509 0.938 1.036
C: -1.985 1.064 -0.259
C: 1.934 1.215 0.616
C: -0.612 0.668 -0.776
O: -0.036 1.398 -1.609
H: 0.453 0.400 1.985
H: -0.052 1.864 1.157
H: -2.009 2.144 -0.125
H: -2.261 0.600 0.689
H: -2.732 0.795 -1.015
H: 2.546 0.309 0.611
H: 2.432 1.923 1.290
H: 1.951 1.654 -0.385
C: -0.038 -1.331 0.434
N: -0.960 -1.704 1.339
N: 0.762 -1.100 -1.793
C: -0.407 -0.871 -0.952
O: 1.166 -1.814 0.589
H: 1.568 -1.655 -0.327
H: -0.631 -1.904 2.272
H: -1.867 -1.272 1.280
H: 0.579 -1.759 -2.537
H: 0.997 -0.185 -2.195
H: -1.308 -1.377 -1.323

Cartesian forces (eV/Å) of the 6 atoms listed first:
C -0.25 -0.29 -0.42
C 0.07 -0.04 0.00
C -0.01 0.04 0.05
C 0.23 -0.02 0.17
O -0.06 -0.22 0.17
H 0.03 0.00 0.04

Calculated values
Kohn-Sham gap   7.8 eV
ΔE to the lowest compared entry with this formula, charge and spin   86.31 kcal/mol
Net charge   0
Molecular weight   146.2 Da
Energy   -13521.882 eV

---

Computed, not measured: a cluster of 2 separate species, C6H14N2O2 in total, with wB97M-V/def2-TZVPD.

Cartesian coordinates (Å):
O: -0.428 1.517 0.815
C: 0.306 1.781 -0.160
N: 1.148 2.756 -0.209
C: 0.052 1.069 -1.499
C: 1.527 3.527 0.957
H: 1.402 3.174 -1.107
H: 0.837 1.401 -2.200
H: -0.930 1.368 -1.903
H: 0.084 -0.031 -1.431
H: 2.585 3.822 1.057
H: 1.226 2.984 1.869
H: 0.913 4.439 0.873
O: -0.985 -4.021 -0.282
C: -0.450 -2.967 0.106
N: -1.054 -1.778 0.263
C: 0.999 -2.961 0.508
C: -2.436 -1.594 0.024
H: -0.461 -0.996 0.553
H: 1.443 -1.951 0.526
H: 1.607 -3.601 -0.154
H: 1.032 -3.378 1.529
H: -2.740 -2.022 -0.946
H: -2.610 -0.505 -0.002
H: -3.067 -2.032 0.815

Cartesian forces (eV/Å) of the 6 atoms listed first:
O 1.52 -0.18 -0.61
C -4.35 -2.60 -0.11
N 3.26 2.32 -0.33
C 0.58 0.37 -0.26
C -1.01 0.87 0.67
H -0.02 -0.75 0.53

Calculated values
Kohn-Sham gap   9.8 eV
Structure (SMILES)   CNC(C)=O.CNC(C)=O
ΔE to the lowest compared entry with this formula, charge and spin   20.17 kcal/mol
Net charge   0
Molecular weight   146.2 Da
Energy   -13524.750 eV

---

Please write out number 2 again, unchanged.
Computed, not measured: a cluster of 2 separate species, C6H14N2O2 in total, with wB97M-V/def2-TZVPD.

Cartesian coordinates (Å):
C: -0.914 -2.128 1.498
C: -2.153 1.424 1.113
C: -1.003 -0.623 1.622
O: -0.051 0.013 2.035
N: -2.172 -0.027 1.206
H: -1.411 -2.597 2.352
H: -2.968 -0.620 1.139
H: -3.120 1.888 1.303
H: -1.474 -2.411 0.603
H: 0.119 -2.452 1.497
H: -1.430 1.901 1.764
H: -1.837 1.717 0.105
C: -0.110 -0.854 -2.183
C: 2.338 1.268 -0.241
C: 1.732 0.576 -1.438
O: 2.236 0.597 -2.535
N: 0.637 -0.164 -1.124
H: 0.082 -0.072 -0.293
H: -1.184 -0.856 -2.000
H: 2.838 2.193 -0.511
H: 0.056 -0.502 -3.199
H: 0.240 -1.888 -2.186
H: 1.817 1.355 0.713
H: 3.135 0.589 0.116

Cartesian forces (eV/Å) of the 6 atoms listed first:
C -1.03 0.20 0.09
C -0.53 0.54 -0.79
C 0.03 -0.39 0.40
O 0.05 0.32 -0.24
N 1.84 0.20 0.74
H 0.01 0.03 0.00

Calculated values
Kohn-Sham gap   10.1 eV
Structure (SMILES)   CNC(C)=O.CNC(C)=O
ΔE to the lowest compared entry with this formula, charge and spin   21.43 kcal/mol
Net charge   0
Molecular weight   146.2 Da
Energy   -13524.695 eV

---

Question: Which of these has the highest ΔE to the lowest compared entry with this formula, charge and spin?
Answer: number 3

---

Question: Look up the ΔE to the lowest compared entry with this formula, charge and spin of the third one.
Answer: 86.31 kcal/mol

---

Question: Which value of ΔE to the lowest compared entry with this formula, charge and spin does entry 2 give?
Answer: 21.43 kcal/mol